No. 1
{"formula": "C33H39BrClN5O3PbSi", "method": "ωB97M-V with the def2-TZVPD basis set", "elements": ["Pb", "Cl", "C", "C", "C", "C", "N", "C", "H", "H", "H", "H", "Br", "C", "C", "C", "C", "C", "C", "C", "O", "O", "H", "H", "H", "H", "C", "Si", "C", "C", "N", "C", "C", "C", "C", "C", "C", "H", "H", "H", "H", "H", "H", "H", "H", "H", "H", "H", "H", "H", "H", "N", "C", "C", "C", "C", "C", "C", "H", "H", "H", "H", "H", "C", "N", "C", "C", "C", "N", "C", "C", "O", "H", "H", "H", "H", "H", "H", "H", "H", "H", "H", "H", "H"], "xyz": [[0.2209, 0.2344, -0.0059], [3.9435, 4.9591, 1.8741], [2.3352, 4.4235, 2.0762], [1.4538, 5.1727, 2.8826], [0.1827, 4.6882, 3.0556], [-0.1565, 3.5039, 2.4775], [0.6397, 2.8981, 1.5846], [1.8628, 3.3461, 1.3332], [1.9169, 6.0937, 3.2874], [-0.5941, 5.2036, 3.6181], [-1.1184, 3.0139, 2.5370], [2.4661, 2.8898, 0.5443], [-0.1933, -7.2823, -1.3183], [-0.5357, -6.0663, 0.1084], [-0.7345, -6.4363, 1.4248], [-1.0361, -5.3905, 2.3148], [-0.9383, -4.0422, 1.9575], [-0.6810, -3.7448, 0.6362], [-0.6920, -4.7568, -0.3119], [-0.6680, -2.3298, 0.1645], [-1.0382, -1.4737, 0.9995], [-0.2448, -2.0743, -1.0074], [-0.6998, -7.4528, 1.7869], [-1.4237, -5.6056, 3.3573], [-0.9427, -3.2717, 2.7148], [-0.5960, -4.4930, -1.3643], [3.0391, -2.5366, 2.9318], [2.8284, -0.7560, 2.3961], [4.2949, 0.3733, 2.9308], [1.3195, -0.2754, 3.3668], [2.4217, -0.6856, 0.6973], [3.2098, -1.0789, -0.3810], [3.2063, -2.4399, -0.6854], [4.0961, -2.9759, -1.6059], [4.9053, -2.0979, -2.2782], [4.9357, -0.7184, -1.9984], [4.0055, -0.1724, -1.1159], [2.8648, -2.6901, 4.0043], [4.0606, -2.9571, 2.7752], [2.3024, -3.2535, 2.4122], [4.8919, 0.6289, 2.0598], [4.9100, -0.1546, 3.7258], [3.9640, 1.3683, 3.3783], [1.6301, -0.1497, 4.4295], [0.4582, -0.9779, 3.2183], [1.0496, 0.7336, 3.0145], [2.5978, -3.0559, 0.0084], [4.2225, -4.0210, -1.7541], [5.5746, -2.4268, -3.1070], [5.6835, -0.0746, -2.4704], [4.0199, 0.8859, -0.8842], [0.3027, 0.6741, -2.2651], [0.3825, 1.4265, -3.2995], [-0.5733, 2.4685, -3.5385], [-0.4157, 3.3340, -4.5850], [0.6833, 3.3111, -5.4287], [1.5656, 2.1561, -5.3145], [1.4506, 1.3002, -4.2827], [-1.4148, 2.4611, -2.9102], [-1.1539, 4.1664, -4.7146], [0.8919, 4.0492, -6.1847], [2.3898, 2.0606, -6.0117], [2.2331, 0.5103, -4.1259], [-3.9845, 2.9103, 1.2526], [-4.3238, 1.9068, 0.3161], [-5.7414, 1.4715, 0.4578], [-6.2945, 0.6874, -0.7160], [-5.3051, -0.4273, -0.9610], [-3.9404, 0.1213, -1.1304], [-3.1770, -0.3586, -2.2679], [-3.4412, 1.1810, -0.4071], [-2.2125, 1.4591, -0.3768], [-4.6538, 3.7772, 1.1515], [-2.9221, 3.1692, 1.0840], [-4.1709, 2.5471, 2.2452], [-6.3306, 2.3739, 0.5443], [-5.7924, 0.9074, 1.4542], [-6.4028, 1.3102, -1.6452], [-7.3173, 0.3117, -0.4756], [-5.4499, -1.0013, -1.8516], [-5.2213, -1.1648, -0.1788], [-3.8503, -0.5332, -3.0817], [-2.6740, -1.3427, -2.0748], [-2.3570, 0.2768, -2.4742]], "mulliken_charge": [0.731, -0.254, 0.157, -0.244, -0.775, -0.461, 0.075, -0.149, 0.347, 0.347, 0.589, 0.342, -0.247, 0.107, -0.475, -0.431, -0.252, 0.495, -0.464, 0.865, -0.878, -0.734, 0.435, 0.262, 0.350, 0.431, -1.107, 0.176, -1.090, -0.357, 0.159, -0.097, 0.384, -1.006, -0.279, -0.659, 0.088, 0.375, 0.289, 0.171, 0.303, 0.289, 0.230, 0.385, 0.040, -0.253, 0.010, 0.449, 0.210, 0.323, 0.218, -0.661, -0.252, -0.142, -0.419, -0.669, -0.244, -0.536, 0.400, 0.214, 0.350, 0.332, 0.182, -1.123, 0.170, -0.776, -0.438, -0.912, 0.381, -0.737, 0.469, -0.509, 0.319, 0.250, 0.396, 0.357, 0.325, 0.249, 0.345, 0.418, 0.315, 0.451, 0.100, -0.022], "total_charge": -2, "orbital_gap_ev": 2.76, "e_lumo_ev": 3.926}


No. 2
{"formula": "C33H39CaFN4P2", "method": "ωB97M-V with the def2-TZVPD basis set", "elements": ["Ca", "C", "C", "C", "C", "C", "C", "C", "C", "C", "H", "H", "H", "H", "H", "H", "H", "H", "H", "H", "H", "H", "H", "H", "H", "P", "P", "N", "N", "N", "N", "C", "C", "C", "C", "C", "C", "C", "C", "C", "C", "C", "C", "C", "C", "C", "C", "C", "C", "H", "H", "H", "H", "H", "H", "H", "H", "H", "H", "H", "H", "H", "H", "H", "H", "H", "H", "H", "H", "F", "C", "C", "C", "C", "C", "C", "H", "H", "H", "H"], "xyz": [[-1.7614, 0.8621, -1.3000], [0.5146, 4.6240, 2.8299], [0.8536, 4.0247, 1.6664], [1.0171, 2.5363, 1.4329], [-0.3976, 1.9705, 1.3516], [-1.0159, 1.5447, 2.6765], [-0.7293, 1.8833, 3.9354], [0.4266, 2.6189, 4.4834], [0.4818, 4.1382, 4.2469], [-3.7726, 1.9869, -1.9907], [0.3189, 5.7033, 2.7700], [1.2557, 4.7008, 0.8776], [1.5975, 2.0117, 2.2101], [1.5295, 2.3309, 0.4689], [-0.9908, 2.7655, 0.8649], [-0.4371, 1.1000, 0.6134], [-1.7831, 0.7851, 2.4509], [-1.4599, 1.5069, 4.6947], [1.3679, 2.2277, 4.0827], [0.4496, 2.4132, 5.5729], [-0.3744, 4.5893, 4.7302], [1.3598, 4.5089, 4.7951], [-3.5636, 3.0260, -2.2675], [-4.3387, 2.1458, -1.0073], [-4.4634, 1.5124, -2.7216], [-1.1898, -2.3275, -0.6417], [1.7065, -0.8604, -2.1017], [-1.1605, -2.9557, 1.0729], [-2.0525, -3.9473, -1.2629], [2.9632, -1.2293, -0.7314], [2.8688, -1.1082, -3.4630], [0.4569, -3.0530, -0.8500], [1.1976, -2.6249, -2.1149], [-2.2011, -2.6117, 1.9369], [-2.2733, -3.5345, 2.9763], [-1.2527, -4.4946, 2.7372], [-0.5630, -4.1196, 1.5917], [-3.1071, -3.9153, -2.1775], [-3.3099, -5.2037, -2.6834], [-2.3163, -6.0416, -2.1054], [-1.5934, -5.2669, -1.1938], [3.1454, -0.3239, 0.3259], [4.0044, -0.8943, 1.2678], [4.3376, -2.2070, 0.8206], [3.6654, -2.3953, -0.3907], [4.1689, -1.6367, -3.4740], [4.6157, -1.7022, -4.7924], [3.5356, -1.2711, -5.6293], [2.4659, -0.9570, -4.8058], [0.4535, -4.1491, -0.8495], [1.0437, -2.7754, 0.0225], [2.0814, -3.2693, -2.2559], [0.5444, -2.8444, -2.9641], [-2.8199, -1.7499, 1.7177], [-2.9972, -3.5215, 3.7881], [-1.0550, -5.4030, 3.2906], [0.2844, -4.6297, 1.1108], [-3.6453, -2.9904, -2.3641], [-4.0777, -5.5119, -3.3761], [-2.1264, -7.0825, -2.3221], [-0.8344, -5.5973, -0.4801], [2.6966, 0.6648, 0.3023], [4.3187, -0.4282, 2.1793], [4.9714, -2.9323, 1.3042], [3.7096, -3.2628, -1.0336], [4.6635, -1.9182, -2.5504], [5.5924, -2.0390, -5.1182], [3.5394, -1.2097, -6.7103], [1.4558, -0.6313, -5.0369], [-1.3615, 7.6181, 0.6863], [-1.8306, 6.3777, 0.2722], [-2.1105, 5.4333, 1.2553], [-2.3878, 4.1139, 0.8420], [-2.2784, 3.8199, -0.4866], [-2.0048, 4.7047, -1.4771], [-1.8064, 6.0604, -1.0876], [-2.0444, 5.6834, 2.3166], [-2.5386, 3.3547, 1.6037], [-2.0294, 4.4328, -2.5351], [-1.6034, 6.8468, -1.8225]], "mulliken_charge": [1.105, -0.948, -0.203, -0.945, 4.213, -0.575, -0.315, -0.905, -0.673, -1.303, 0.559, 0.334, 0.429, 0.265, -1.236, -2.010, 0.208, 0.320, 0.247, 0.426, 0.318, 0.375, 0.216, 0.273, 0.301, 0.210, -0.062, 0.483, 0.241, 0.386, 0.353, -0.606, -1.308, -0.575, -0.766, -0.772, -0.119, -0.441, -0.625, -0.730, -0.076, -0.302, -0.555, -0.882, -0.407, -0.195, -0.649, -0.525, -0.407, -0.047, 0.765, 0.394, 0.720, 0.487, 0.417, 0.416, 0.475, 0.383, 0.412, 0.430, 0.261, 0.164, 0.472, 0.462, 0.526, 0.451, 0.429, 0.415, 0.312, -0.349, 0.275, -0.432, -1.031, 0.550, -0.593, -0.731, 0.553, 0.469, 0.419, 0.381], "orbital_gap_ev": [4.17, 4.17], "e_lumo_ev": [-1.472, -1.472], "de_lowest_ev": 0.0000}